No. 1
DFT (ωB97M-V with the def2-TZVPD basis set) results for an isolated ion of composition C6H14NO and charge +1.

Each line ends with the natural charge from an NBO analysis.
CARTESIAN COORDINATES (ANGSTROEM)
C1 1.2003 -0.9621 -2.1272  -0.17
C2 1.0238 -1.4758 -0.6690  -0.44
C3 -0.3661 -1.2362 -0.0492  -0.46
C4 -0.6609 1.3806 2.7753  -0.11
O1 -1.2767 2.3417 1.8633  -0.76
C5 -0.2086 0.2481 1.8123  -0.12
C6 -0.5017 0.1908 0.4586  -0.30
N1 0.2625 0.4178 -2.3317  -0.73
H1 0.8920 -1.6828 -2.9389  0.24
H2 2.3024 -0.6642 -2.2467  0.25
H3 1.2199 -2.5020 -0.6899  0.25
H4 1.8287 -1.0457 -0.0519  0.23
H5 -0.6358 -2.0022 0.6795  0.25
H6 -1.2776 -1.4624 -0.7464  0.21
H7 0.2101 1.7151 3.3395  0.20
H8 -1.5267 1.1329 3.4274  0.21
H9 -1.4919 3.2401 2.2890  0.49
H10 0.0575 -0.7101 2.2884  0.21
H11 -1.0424 0.9461 -0.0673  0.22
H12 -0.6842 0.0961 -2.0984  0.44
H13 0.2759 0.9206 -3.2776  0.45
H14 0.3997 1.1136 -1.6391  0.44

Values from the calculation:
- frontier orbital gap (Eh) = 0.350
- structure (SMILES) = [NH3+]CCC/C=C/CO
- charge = +1
- 2S+1 = 1


No. 2
DFT (ωB97M-V with the def2-TZVPD basis set) results for C37H51N5O4RhS4Si as an isolated structure.

Each line ends with the Mulliken charge.
CARTESIAN COORDINATES (ANGSTROEM)
Rh1 0.0406 -1.1723 -0.0002  -0.07
C1 0.4339 1.6735 1.7743  -0.33
C2 -0.3801 0.6061 2.4173  0.26
N1 -0.6390 -0.5119 1.7955  0.89
N2 -1.4184 -1.3773 2.5784  -0.47
C3 -1.3794 -2.5889 2.2045  0.14
S1 -0.5733 -3.1485 0.7813  -0.38
S2 -2.2165 -3.8120 3.1818  -0.26
C4 -1.0613 -3.8516 4.6018  -0.61
C5 0.2218 -4.5559 4.2654  0.25
C6 0.2822 -5.9469 4.2226  -0.53
C7 1.4563 -6.5945 3.8740  -0.53
C8 2.5882 -5.8522 3.5584  -0.37
C9 2.5335 -4.4672 3.6002  -0.90
C10 1.3579 -3.8155 3.9524  0.30
C11 -0.8156 0.8713 3.7902  -0.17
C12 -1.5623 2.0282 4.0313  -0.30
C13 -2.0135 2.3576 5.2936  -0.99
C14 -1.6575 1.5167 6.3586  -0.32
C15 -0.8786 0.4051 6.1644  -0.99
C16 -0.3904 0.0165 4.8704  0.66
O1 0.3876 -0.9630 4.7101  -0.68
H1 0.6275 1.5264 0.7231  -0.58
H2 -0.0510 2.6380 1.9298  0.26
H3 1.3887 1.7188 2.3023  0.34
H4 -0.8775 -2.8227 4.9126  -0.11
H5 -1.6131 -4.3807 5.3807  0.61
H6 -0.6062 -6.5250 4.4542  0.35
H7 1.4893 -7.6770 3.8443  0.36
H8 3.5072 -6.3543 3.2811  0.37
H9 3.4120 -3.8828 3.3548  0.42
H10 1.3045 -2.7333 4.0004  0.57
H11 -1.8371 2.6596 3.1911  0.38
H12 -2.6267 3.2347 5.4529  0.39
H13 -1.9989 1.7543 7.3616  0.34
H14 -0.5943 -0.2277 6.9974  0.40
O2 3.1829 1.7082 0.2073  -0.68
C17 2.9472 0.8445 -0.6029  -0.48
N3 1.6994 0.3130 -0.8920  0.52
S3 1.7850 -0.6761 -2.1382  1.26
O3 1.2959 -0.1799 -3.3951  -0.66
O4 1.1427 -1.9366 -1.6978  -0.74
C18 3.5326 -0.8237 -2.2334  0.13
C19 4.3373 -1.6046 -3.0393  -0.50
C20 5.7070 -1.3996 -2.9412  -0.70
C21 6.2291 -0.4303 -2.0840  -0.42
C22 5.3975 0.3541 -1.2966  -0.69
C23 4.0341 0.1387 -1.3827  0.01
H15 3.9206 -2.3439 -3.7096  0.49
H16 6.3794 -1.9989 -3.5414  0.40
H17 7.3015 -0.2919 -2.0342  0.40
H18 5.7801 1.1110 -0.6253  0.52
C24 -3.4996 -1.6490 0.1408  -1.63
Si1 -2.1076 -1.1254 -1.0190  1.86
C25 -2.5304 0.7307 -1.4154  3.12
C26 -2.2440 1.5764 -0.1701  -1.84
C27 -1.7266 1.3383 -2.5679  -0.94
C28 -4.0260 0.9084 -1.7253  -1.93
C29 -2.2440 -2.3034 -2.5637  2.57
C30 -1.3871 -1.9219 -3.7748  -1.72
C31 -3.7086 -2.3424 -3.0352  -2.06
C32 -1.8600 -3.7386 -2.1823  -2.19
H19 -4.4573 -1.4302 -0.3353  0.58
H20 -3.4669 -1.1131 1.0897  0.41
H21 -3.4699 -2.7160 0.3631  0.26
H22 -1.1757 1.7318 -0.0483  -0.36
H23 -2.6451 1.1396 0.7478  0.53
H24 -2.7057 2.5648 -0.2953  0.43
H25 -0.6542 1.1691 -2.4701  -0.45
H26 -1.8818 2.4237 -2.5717  -0.06
H27 -2.0461 0.9591 -3.5392  0.26
H28 -4.6496 0.6792 -0.8599  0.42
H29 -4.3747 0.3074 -2.5636  0.26
H30 -4.2013 1.9609 -1.9825  0.46
H31 -1.6149 -0.9308 -4.1620  0.22
H32 -1.5830 -2.6417 -4.5800  0.58
H33 -0.3255 -1.9560 -3.5502  0.26
H34 -4.0291 -1.3950 -3.4681  0.33
H35 -4.4037 -2.6126 -2.2392  0.31
H36 -3.7987 -3.0998 -3.8226  0.57
H37 -0.7958 -3.8233 -1.9601  0.26
H38 -2.0772 -4.3966 -3.0330  0.54
H39 -2.4120 -4.1113 -1.3186  0.34
C33 -0.9869 5.6248 -1.0422  -1.04
N4 -0.9561 5.1634 -2.4172  0.14
C34 -2.2552 5.1505 -3.0720  -1.33
C35 0.0806 4.3798 -2.8416  0.04
S4 1.2134 3.7569 -1.7951  -0.19
N5 0.0936 4.1228 -4.1918  0.39
C36 -0.1091 5.2074 -5.1400  -1.21
C37 0.9618 3.0740 -4.6973  -1.07
H40 -1.6632 6.4789 -0.9828  0.37
H41 0.0089 5.9218 -0.7263  0.42
H42 -1.3363 4.8393 -0.3650  0.23
H43 -3.0193 4.8604 -2.3462  0.45
H44 -2.2629 4.4239 -3.8799  0.43
H45 -2.5214 6.1341 -3.4705  0.29
H46 -0.4840 6.0948 -4.6406  0.42
H47 -0.8116 4.9194 -5.9263  0.31
H48 0.8457 5.4645 -5.6120  0.39
H49 0.8831 2.1830 -4.0818  0.32
H50 2.0095 3.3935 -4.7172  0.34
H51 0.6399 2.8354 -5.7127  0.34

Values from the calculation:
- frontier orbital gap (Eh) = 0.226
- charge = -1
- 2S+1 = 1